1.
{
  "formula": "C4H11BrClO2PS",
  "method": "wB97M-V/def2-TZVPD",
  "species": ["Br", "Cl", "S", "P", "O", "O", "C", "C", "C", "C", "H", "H", "H", "H", "H", "H", "H", "H", "H", "H", "H"],
  "positions_angstrom": [[1.2863, -0.6314, -2.3209], [1.3968, -2.5524, 2.4196], [-0.1223, -1.2832, -0.4655], [-2.0605, -0.5490, -0.8867], [2.5040, 1.5733, -2.7616], [-2.1411, 0.7496, -1.5707], [0.5016, -0.1433, 0.7882], [-0.0858, -1.6585, 2.8141], [1.3707, 2.3113, -2.8627], [-0.1889, -0.2889, 2.1361], [-2.5420, -1.6294, -1.6351], [0.5199, 1.7466, -2.4143], [0.3609, 0.8701, 0.4100], [1.2864, 3.2686, -2.3150], [1.0209, 2.5158, -3.8901], [-2.6948, -0.5987, 0.3662], [-0.0645, -1.5140, 3.8913], [0.2771, 0.4543, 2.7857], [-1.2417, -0.0159, 2.0489], [-0.9521, -2.2840, 2.6127], [1.5690, -0.3408, 0.8499]],
  "atomic_forces_ev_per_a": [[1.3360, 2.0279, -0.1349], [0.0663, -0.0967, -0.0530], [-0.8046, -1.5336, 0.5610], [0.2022, 0.6359, -0.4966], [-0.1893, -1.2501, -0.0372], [-0.0113, 0.0726, 0.1996], [-0.3117, 0.5789, -0.1731], [-0.3455, 0.2570, 0.3928], [-1.7334, -0.1497, -0.1941], [0.3531, -0.0998, 0.0027], [0.0186, -0.2658, 0.2052], [-0.0015, 0.3426, -0.0118], [0.1230, 0.0056, -0.0684], [0.8587, -0.1012, 0.1560], [0.3365, -0.0080, -0.0676], [-0.0221, -0.2196, 0.0266], [-0.0157, -0.0082, 0.0192], [-0.0201, 0.0590, -0.0289], [-0.0085, 0.0038, 0.0998], [0.1723, -0.1585, -0.3073], [-0.0029, -0.0921, -0.0899]],
  "mulliken_charge": [0.000, -0.175, -0.040, 0.461, -0.565, -0.540, -0.898, -0.502, -0.154, -0.528, 0.109, -0.118, 0.497, 0.252, 0.272, 0.084, 0.378, 0.341, 0.261, 0.283, 0.582],
  "fmax_ev_per_a": 2.43,
  "orbital_gap_ev": 5.881
}

***

2.
{
  "formula": "C34H23N5O2PtSe",
  "method": "wB97M-V/def2-TZVPD",
  "species": ["Pt", "Se", "O", "O", "N", "N", "N", "N", "N", "C", "C", "C", "C", "C", "C", "C", "C", "C", "C", "C", "C", "C", "C", "C", "C", "C", "C", "C", "C", "C", "C", "C", "C", "C", "C", "C", "C", "C", "C", "C", "C", "C", "C", "H", "H", "H", "H", "H", "H", "H", "H", "H", "H", "H", "H", "H", "H", "H", "H", "H", "H", "H", "H", "H", "H", "H"],
  "positions_angstrom": [[-0.9727, -0.7132, -0.0505], [-5.7449, 0.8748, -0.0581], [-1.3222, 2.6315, 3.3134], [-0.9421, -1.0652, 1.9698], [0.1917, -1.9339, -6.0262], [-0.9354, -0.3826, -1.9934], [-0.2991, 0.3485, 4.3472], [-2.9635, -0.1435, 0.0152], [-3.1342, 0.9083, -5.6568], [-1.6729, 0.3932, 4.0384], [-0.4693, -1.2930, -5.3276], [-0.7690, 2.5990, 1.9821], [4.0528, -0.1258, 3.5483], [-0.3671, -3.3805, 1.8781], [-2.5243, -0.6701, 4.2965], [1.2774, -4.1792, 3.4858], [4.7408, -2.6422, 2.6460], [-4.3892, 0.6390, 3.5199], [3.6729, -3.4957, -0.1363], [4.9523, -0.8831, 4.3005], [-3.5387, 1.7068, 3.2747], [-4.0533, 0.2509, -0.0103], [3.8360, -1.8879, 1.8519], [3.5042, -0.6093, 2.3766], [3.2025, -5.2464, -1.7815], [-1.1236, -0.4545, -3.1276], [0.3874, -1.9252, 3.7057], [1.2629, -2.9899, 4.1241], [5.0150, -3.9396, -0.1580], [1.9748, -1.7655, 0.2836], [-0.3730, -2.0871, 2.4805], [0.4225, -4.3756, 2.3611], [2.7891, -4.1825, -1.0021], [5.4211, -5.0113, -0.9376], [3.2029, -2.3716, 0.6524], [-2.3194, 0.2856, -5.1233], [-1.3042, -0.4908, -4.5092], [0.9334, -1.1846, 0.0132], [5.2740, -2.1533, 3.8261], [0.5102, -0.7209, 4.3656], [4.5231, -5.6910, -1.7527], [-3.8778, -0.5458, 4.0308], [-2.1867, 1.5837, 3.5354], [0.4404, -5.3282, 1.8450], [0.1151, 1.2543, 4.5090], [-0.2734, 1.6471, 1.7888], [3.7778, 0.8708, 3.8850], [-1.5586, 2.7395, 1.2419], [1.9609, -4.9597, 3.7907], [5.7567, -3.4042, 0.4192], [4.8448, -6.5261, -2.3638], [-2.1194, -1.5980, 4.6811], [2.7932, -0.0078, 1.8217], [2.4832, -5.7345, -2.4310], [1.3907, -0.5884, 4.9891], [6.4659, -5.3074, -0.9227], [4.9833, -3.6535, 2.3493], [-0.0521, 3.4153, 1.9251], [-3.9093, 2.6274, 2.8418], [-0.9585, -3.5110, 0.9850], [-4.5339, -1.3890, 4.2059], [-5.4367, 0.7220, 3.2670], [1.9328, -2.8003, 4.9555], [5.9493, -2.7850, 4.3970], [5.3826, -0.4996, 5.2182], [1.7612, -3.8426, -1.0515]],
  "atomic_forces_ev_per_a": [[0.1992, 0.1064, 0.1930], [0.0371, -0.0107, 0.0811], [0.1491, 0.0468, -0.0794], [-0.0940, -0.1736, 0.0006], [-0.0253, 0.0091, 0.0162], [-0.1334, -0.1958, 0.3188], [0.1703, -0.3256, -0.2789], [-0.0980, -0.0059, 0.0022], [0.0297, -0.0022, 0.0140], [-0.1150, 0.0312, 0.0237], [-0.0637, 0.0778, 0.0806], [-0.0516, 0.0193, 0.0541], [-0.0638, -0.0282, -0.0285], [0.0550, 0.0040, -0.0196], [-0.0887, 0.0062, 0.0637], [-0.0166, -0.0554, -0.0699], [0.0043, -0.0021, 0.0289], [0.0122, 0.0190, -0.0362], [-0.0424, 0.1378, 0.1012], [0.0121, -0.0277, 0.0405], [-0.0624, -0.0319, -0.0212], [-0.0044, 0.0030, 0.0039], [-0.0958, -0.1154, -0.1486], [-0.0113, 0.0583, 0.0646], [-0.0009, 0.0440, 0.0221], [0.1215, 0.1526, -0.3324], [-0.0224, -0.3362, -0.0036], [-0.0250, 0.1533, -0.0171], [-0.0008, -0.0477, 0.0062], [0.1456, 0.2852, 0.0018], [0.2444, 0.3686, -0.0685], [0.0288, 0.0733, 0.0274], [-0.0039, -0.0255, -0.0459], [-0.0299, 0.0230, 0.0055], [0.0712, -0.1860, 0.1813], [0.0827, -0.0848, 0.0630], [-0.0423, 0.0002, -0.0964], [-0.2629, -0.3740, -0.1865], [-0.0222, 0.0202, -0.0070], [-0.0830, 0.3812, 0.0808], [0.0147, -0.0205, 0.0026], [0.0286, -0.0051, 0.0372], [-0.0385, -0.0153, -0.0041], [0.0105, 0.0075, 0.0075], [0.0030, 0.0115, 0.2355], [0.0256, -0.0636, -0.0246], [0.0007, 0.0091, -0.0049], [-0.0065, -0.0192, 0.0015], [-0.0058, -0.0073, -0.0122], [0.0127, -0.0072, -0.0057], [-0.0005, 0.0088, 0.0008], [-0.0214, 0.0286, -0.0136], [0.0170, 0.0006, 0.0043], [-0.0002, 0.0040, 0.0112], [0.0681, 0.0409, -0.1194], [-0.0003, 0.0053, 0.0040], [0.0155, 0.0049, 0.0017], [-0.0047, 0.0020, 0.0038], [0.0031, -0.0157, 0.0038], [-0.0322, 0.0257, -0.1028], [0.0077, 0.0129, -0.0087], [0.0055, -0.0004, -0.0262], [-0.0085, 0.0035, -0.0040], [-0.0124, 0.0039, -0.0108], [0.0031, 0.0008, -0.0064], [0.0121, -0.0074, -0.0064]],
  "mulliken_charge": [0.765, -0.365, -0.610, -0.739, -0.518, -0.471, 0.147, -0.570, -0.522, -0.388, 0.187, -0.379, -0.502, -0.766, -0.270, -0.626, -0.286, -0.579, 0.359, -0.563, -0.478, 0.111, 0.537, -0.646, -0.668, 0.734, 1.200, -0.994, -0.321, 1.457, 1.074, -0.337, -0.560, -0.606, -0.899, 0.191, -0.217, -1.286, -0.776, -1.007, -0.444, -0.678, 0.722, 0.393, 0.417, -0.070, 0.401, 0.308, 0.317, 0.570, 0.349, 0.486, 0.415, 0.352, 0.459, 0.334, 0.599, 0.295, 0.407, 0.452, 0.397, 0.422, 0.269, 0.325, 0.355, 0.336],
  "fmax_ev_per_a": 0.49,
  "orbital_gap_ev": [3.657, 3.658],
  "total_charge": -2
}

***

Copy entry 1 word for word.
{
  "formula": "C4H11BrClO2PS",
  "method": "wB97M-V/def2-TZVPD",
  "species": ["Br", "Cl", "S", "P", "O", "O", "C", "C", "C", "C", "H", "H", "H", "H", "H", "H", "H", "H", "H", "H", "H"],
  "positions_angstrom": [[1.2863, -0.6314, -2.3209], [1.3968, -2.5524, 2.4196], [-0.1223, -1.2832, -0.4655], [-2.0605, -0.5490, -0.8867], [2.5040, 1.5733, -2.7616], [-2.1411, 0.7496, -1.5707], [0.5016, -0.1433, 0.7882], [-0.0858, -1.6585, 2.8141], [1.3707, 2.3113, -2.8627], [-0.1889, -0.2889, 2.1361], [-2.5420, -1.6294, -1.6351], [0.5199, 1.7466, -2.4143], [0.3609, 0.8701, 0.4100], [1.2864, 3.2686, -2.3150], [1.0209, 2.5158, -3.8901], [-2.6948, -0.5987, 0.3662], [-0.0645, -1.5140, 3.8913], [0.2771, 0.4543, 2.7857], [-1.2417, -0.0159, 2.0489], [-0.9521, -2.2840, 2.6127], [1.5690, -0.3408, 0.8499]],
  "atomic_forces_ev_per_a": [[1.3360, 2.0279, -0.1349], [0.0663, -0.0967, -0.0530], [-0.8046, -1.5336, 0.5610], [0.2022, 0.6359, -0.4966], [-0.1893, -1.2501, -0.0372], [-0.0113, 0.0726, 0.1996], [-0.3117, 0.5789, -0.1731], [-0.3455, 0.2570, 0.3928], [-1.7334, -0.1497, -0.1941], [0.3531, -0.0998, 0.0027], [0.0186, -0.2658, 0.2052], [-0.0015, 0.3426, -0.0118], [0.1230, 0.0056, -0.0684], [0.8587, -0.1012, 0.1560], [0.3365, -0.0080, -0.0676], [-0.0221, -0.2196, 0.0266], [-0.0157, -0.0082, 0.0192], [-0.0201, 0.0590, -0.0289], [-0.0085, 0.0038, 0.0998], [0.1723, -0.1585, -0.3073], [-0.0029, -0.0921, -0.0899]],
  "mulliken_charge": [0.000, -0.175, -0.040, 0.461, -0.565, -0.540, -0.898, -0.502, -0.154, -0.528, 0.109, -0.118, 0.497, 0.252, 0.272, 0.084, 0.378, 0.341, 0.261, 0.283, 0.582],
  "fmax_ev_per_a": 2.43,
  "orbital_gap_ev": 5.881
}